Computed, not measured: a molecular structure, C8H7IN2OS at a distorted geometry, with the ωB97M-V functional and the def2-TZVPD basis.

Its multiplicity is 1. As for the molar mass: 306.13 g mol⁻¹. Its HOMO energy (spin up / spin down) is -0.3123 / -0.3133 Ha. For the calculated total energy, the calculation gives -1189.4644 a.u. Its charge is 0. The energy above the lowest of the compared OMol25 structures with the same formula, charge and spin comes out at 3.607 eV. The value obtained for the LUMO energy (spin up / spin down) is -1.24 / -1.26 eV.

```
20
Properties=species:S:1:pos:R:3:mulliken_charge:R:1
C 0.997 2.844 0.850 -0.38
C -0.265 2.751 1.356 -0.34
C 1.659 1.777 0.263 -0.35
C -0.801 1.429 1.545 -0.18
C 1.013 0.553 0.244 0.28
C -0.194 0.388 0.974 -0.03
C 1.619 -0.671 -0.323 0.53
C -1.327 -3.851 -1.998 -0.74
N -1.940 -1.262 -0.481 -0.56
N 0.749 -1.653 0.005 -0.44
O 2.692 -0.726 -0.887 -0.64
S -0.823 -1.334 0.669 0.27
I 0.413 -3.719 -0.976 0.52
H 1.492 3.825 0.691 0.31
H -0.786 3.747 1.653 0.28
H 2.748 1.789 -0.143 0.30
H -1.812 1.605 1.918 0.31
H -1.359 -3.246 -2.838 0.30
H -2.208 -3.809 -1.465 0.34
H -1.866 -0.438 -1.057 0.23
```

Computed, not measured: 14 unconnected molecules or ions with the total composition C66H162N14O6 at a distorted geometry, with the ωB97M-V functional and the def2-TZVPD basis.

Its multiplicity is 1. As for the molar mass: 1248.11 g mol⁻¹. Its HOMO energy is -0.2985 Ha. For the calculated total energy, the calculation gives -3829.7249 a.u. Its charge is 0. The energy above the lowest of the compared OMol25 structures with the same formula, charge and spin comes out at 5.190 eV. The value obtained for the LUMO energy is 0.09 eV.

```
248
Properties=species:S:1:pos:R:3:mulliken_charge:R:1
C 10.667 3.285 2.802 -1.08
C 11.261 1.944 2.341 -0.71
N 11.617 1.774 0.965 -0.02
C 12.681 2.700 0.540 -0.35
C 13.957 2.598 1.353 -1.41
C 10.503 1.947 0.015 -0.50
C 9.443 0.818 0.212 -1.21
H 10.379 3.204 3.850 0.42
H 9.750 3.552 2.276 0.28
H 11.262 4.196 2.733 0.28
H 12.097 1.672 2.986 0.40
H 10.537 1.183 2.633 0.34
H 12.965 2.441 -0.480 0.38
H 12.272 3.710 0.519 0.37
H 13.885 3.056 2.340 0.31
H 14.385 1.617 1.560 0.34
H 14.760 3.100 0.813 0.41
H 11.003 1.926 -0.953 0.44
H 10.006 2.917 0.046 0.35
H 9.074 0.699 1.230 0.26
H 9.976 -0.109 0.002 0.32
H 8.577 1.013 -0.420 0.38
C -2.421 -10.276 1.892 -1.02
C -1.803 -9.897 3.253 -0.64
N -2.837 -9.754 4.304 0.02
C -3.765 -8.612 4.155 -0.46
C -3.039 -7.213 4.183 -1.30
C -3.610 -10.963 4.504 -0.35
C -2.721 -12.170 4.860 -1.42
H -1.668 -10.137 1.117 0.42
H -3.259 -9.652 1.582 0.26
H -2.734 -11.318 1.835 0.26
H -1.030 -10.583 3.601 0.32
H -1.270 -8.964 3.072 0.33
H -4.398 -8.732 3.275 0.32
H -4.523 -8.619 4.938 0.42
H -3.730 -6.377 4.291 0.41
H -2.380 -7.099 5.044 0.31
H -2.487 -6.947 3.281 0.30
H -4.172 -11.333 3.646 0.30
H -4.237 -10.732 5.366 0.44
H -3.324 -12.956 5.315 0.42
H -2.014 -11.873 5.635 0.37
H -2.154 -12.635 4.053 0.29
C 1.241 6.872 3.005 -1.23
C 2.482 7.561 2.484 -0.62
N 3.571 7.429 3.433 0.40
C 4.570 8.495 3.311 -0.57
C 3.980 9.814 3.930 -1.14
C 4.130 6.096 3.437 -0.54
C 4.844 5.851 4.819 -1.29
H 1.401 5.794 3.006 0.26
H 0.451 7.147 2.306 0.44
H 1.040 7.281 3.995 0.29
H 2.751 7.197 1.492 0.29
H 2.239 8.611 2.320 0.36
H 5.505 8.211 3.795 0.37
H 4.848 8.694 2.276 0.31
H 3.799 9.714 5.000 0.27
H 4.634 10.666 3.744 0.40
H 3.073 10.066 3.381 0.27
H 4.838 6.096 2.608 0.33
H 3.441 5.263 3.295 0.38
H 4.179 6.245 5.588 0.34
H 5.803 6.334 5.005 0.32
H 5.020 4.788 4.985 0.38
C 1.663 1.298 -10.940 -0.95
C 2.214 2.708 -10.533 -0.80
N 1.365 3.594 -9.745 0.02
C 0.962 3.061 -8.471 -0.21
C 2.124 2.707 -7.588 -1.47
C 0.211 3.974 -10.516 -0.47
C -0.414 5.280 -10.051 -1.33
H 0.643 1.374 -11.317 0.28
H 1.641 0.657 -10.059 0.22
H 2.276 0.908 -11.752 0.39
H 3.118 2.515 -9.955 0.40
H 2.495 3.325 -11.386 0.48
H 0.369 2.154 -8.584 0.35
H 0.352 3.808 -7.962 0.29
H 1.769 2.454 -6.590 0.43
H 2.861 3.509 -7.546 0.35
H 2.691 1.842 -7.935 0.30
H 0.494 4.096 -11.561 0.43
H -0.576 3.220 -10.507 0.27
H 0.243 6.135 -10.206 0.31
H -1.315 5.461 -10.637 0.40
H -0.776 5.252 -9.023 0.34
C -8.835 2.588 0.236 -1.36
C -8.936 3.450 1.435 -0.32
N -7.899 3.305 2.433 0.44
C -8.088 4.117 3.664 -0.61
C -6.948 4.042 4.755 -1.17
C -6.504 3.160 1.988 -0.87
C -5.860 4.469 1.576 -1.12
H -8.708 1.527 0.449 0.28
H -7.985 2.849 -0.396 0.29
H -9.739 2.574 -0.372 0.40
H -9.082 4.467 1.070 0.27
H -9.831 3.161 1.985 0.36
H -8.253 5.176 3.466 0.34
H -8.984 3.756 4.169 0.43
H -6.091 4.589 4.363 0.24
H -7.189 4.416 5.750 0.39
H -6.695 2.984 4.828 0.28
H -6.345 2.383 1.240 0.46
H -5.858 2.669 2.715 0.33
H -6.349 4.858 0.683 0.28
H -4.818 4.258 1.335 0.39
H -5.879 5.276 2.308 0.26
C -3.585 -9.324 -4.780 -1.27
C -4.609 -8.338 -5.459 -0.41
N -4.218 -6.899 -5.538 0.20
C -4.057 -6.347 -4.136 -0.70
C -5.193 -6.502 -3.094 -1.17
C -5.278 -6.135 -6.320 -0.41
C -5.277 -6.421 -7.809 -1.34
H -3.902 -10.356 -4.933 0.41
H -3.638 -9.172 -3.702 0.28
H -2.533 -9.218 -5.042 0.26
H -4.674 -8.705 -6.483 0.34
H -5.562 -8.533 -4.967 0.32
H -3.197 -6.833 -3.675 0.31
H -3.757 -5.315 -4.322 0.51
H -4.936 -5.927 -2.204 0.41
H -6.032 -5.951 -3.518 0.29
H -5.575 -7.496 -2.864 0.27
H -5.031 -5.087 -6.148 0.39
H -6.305 -6.280 -5.984 0.28
H -4.311 -6.234 -8.277 0.27
H -5.937 -5.702 -8.292 0.42
H -5.602 -7.422 -8.091 0.34
C 1.340 10.415 -4.533 -1.07
C 1.189 9.791 -3.097 -0.60
N -0.199 9.952 -2.560 0.15
C -1.258 9.226 -3.200 -0.26
C -1.217 7.728 -2.946 -1.35
C -0.564 11.389 -2.308 -0.48
C 0.163 12.050 -1.098 -1.24
H 0.729 9.920 -5.288 0.27
H 2.380 10.291 -4.836 0.41
H 1.124 11.477 -4.650 0.28
H 1.450 8.735 -3.158 0.31
H 1.961 10.240 -2.473 0.31
H -2.185 9.614 -2.778 0.37
H -1.234 9.300 -4.287 0.19
H -1.997 7.074 -3.336 0.42
H -0.374 7.216 -3.410 0.31
H -1.288 7.477 -1.887 0.29
H -1.637 11.489 -2.142 0.47
H -0.363 11.998 -3.189 0.22
H 1.194 12.270 -1.376 0.29
H 0.154 11.382 -0.237 0.28
H -0.396 12.940 -0.809 0.41
C 4.892 -0.733 5.268 -1.25
C 3.805 -0.499 6.281 -0.46
N 4.161 -0.945 7.630 0.11
C 3.940 -2.396 7.671 -0.35
C 4.693 -2.982 8.842 -1.27
C 3.303 -0.369 8.638 -0.47
C 3.931 0.932 9.084 -1.36
H 4.579 -0.242 4.347 0.40
H 5.002 -1.802 5.085 0.29
H 5.870 -0.291 5.458 0.30
H 3.536 0.554 6.354 0.44
H 2.885 -0.987 5.961 0.26
H 4.326 -2.852 6.759 0.30
H 2.873 -2.579 7.802 0.30
H 4.395 -2.570 9.807 0.30
H 5.776 -2.952 8.723 0.30
H 4.516 -4.039 9.041 0.41
H 2.265 -0.172 8.370 0.25
H 3.189 -1.041 9.489 0.45
H 4.996 0.817 9.286 0.34
H 3.911 1.695 8.307 0.28
H 3.408 1.309 9.963 0.42
C -3.566 0.320 -4.538 -0.86
C -3.256 -0.519 -5.778 0.64
O -4.091 -0.586 -6.692 -0.64
N -2.034 -1.142 -5.846 -0.15
C -1.644 -1.951 -7.010 -0.85
H -2.916 0.115 -3.687 0.24
H -4.570 0.053 -4.209 0.28
H -3.397 1.350 -4.852 0.25
H -1.304 -1.040 -5.156 0.25
H -2.068 -2.951 -6.918 0.19
H -0.559 -2.045 -7.060 0.36
H -2.029 -1.488 -7.918 0.29
C -2.029 -0.266 6.205 -0.98
C -1.579 1.182 6.047 0.77
O -1.215 1.682 4.956 -0.71
N -1.597 1.929 7.118 -0.21
C -1.176 3.371 7.191 -0.85
H -3.014 -0.392 5.757 0.26
H -2.088 -0.530 7.261 0.35
H -1.298 -0.950 5.775 0.26
H -1.940 1.470 7.950 0.19
H -0.557 3.468 8.083 0.30
H -2.069 3.961 7.395 0.30
H -0.668 3.783 6.318 0.31
C -8.772 -4.045 3.431 -1.07
C -8.081 -2.701 3.129 0.69
O -7.047 -2.653 2.469 -0.67
N -8.673 -1.592 3.578 -0.06
C -9.741 -1.480 4.519 -0.92
H -8.996 -4.235 4.481 0.32
H -8.197 -4.871 3.012 0.31
H -9.695 -4.087 2.853 0.29
H -8.256 -0.735 3.243 0.19
H -9.709 -0.428 4.803 0.32
H -9.663 -1.964 5.492 0.29
H -10.657 -1.684 3.965 0.31
C 0.272 -7.786 -8.550 -0.98
C 1.162 -7.363 -7.465 0.82
O 2.345 -7.554 -7.580 -0.67
N 0.604 -6.829 -6.401 -0.08
C 1.202 -6.415 -5.142 -0.96
H -0.744 -7.994 -8.212 0.29
H 0.751 -8.694 -8.916 0.31
H 0.309 -7.065 -9.366 0.23
H -0.402 -6.778 -6.464 0.10
H 2.228 -6.783 -5.145 0.34
H 0.774 -6.989 -4.320 0.33
H 1.182 -5.353 -4.898 0.26
C 1.416 1.452 -0.333 -1.15
C 0.536 0.253 -0.668 0.81
O 0.657 -0.387 -1.725 -0.68
N -0.365 0.075 0.308 -0.10
C -1.382 -0.919 0.291 -0.90
H 1.634 1.475 0.735 0.33
H 0.889 2.390 -0.506 0.29
H 2.331 1.454 -0.925 0.31
H -0.279 0.667 1.122 0.17
H -2.338 -0.452 0.056 0.30
H -1.484 -1.301 1.306 0.30
H -1.316 -1.693 -0.474 0.33
C 2.814 -5.125 1.671 -0.95
C 2.571 -6.522 1.143 0.69
O 1.560 -6.712 0.517 -0.63
N 3.542 -7.419 1.302 -0.18
C 3.459 -8.725 0.707 -0.84
H 3.215 -4.536 0.846 0.24
H 3.532 -5.247 2.483 0.32
H 1.893 -4.684 2.054 0.27
H 4.377 -7.183 1.819 0.22
H 3.150 -8.666 -0.337 0.26
H 2.794 -9.327 1.327 0.26
H 4.388 -9.278 0.842 0.34
```

Computed, not measured: 2 unconnected molecules or ions with the total composition C6H9N5, with the ωB97M-V functional and the def2-TZVPD basis.

Its multiplicity is 1. As for the molar mass: 151.17 g mol⁻¹. Its HOMO energy is -0.3266 Ha. For the calculated total energy, the calculation gives -507.6672 a.u. Its charge is 0. The energy above the lowest of the compared OMol25 structures with the same formula, charge and spin comes out at 4.127 eV. The value obtained for the LUMO energy is 0.72 eV.

```
20
Properties=species:S:1:pos:R:3:mulliken_charge:R:1
C 5.457 0.305 -0.347 0.43
C 4.340 -0.125 -0.239 -0.85
C 2.992 -0.649 -0.141 -0.07
C 1.826 0.245 0.073 -0.33
N 2.331 -0.570 1.167 -0.61
H 6.449 0.694 -0.437 0.40
H 2.812 -1.543 -0.738 0.32
H 0.906 -0.050 -0.418 0.28
H 1.997 1.315 0.188 0.23
H 1.751 -1.393 1.309 0.26
N -4.440 -1.100 -0.082 -0.53
C -3.320 -0.260 -0.023 0.36
C -3.243 1.104 0.097 -0.43
N -1.906 1.331 0.157 0.03
N -1.204 0.203 0.096 0.02
N -2.064 -0.769 -0.024 -0.66
H -4.144 -2.049 -0.279 0.29
H -5.130 -0.786 -0.753 0.24
H -3.986 1.888 0.144 0.41
H -1.424 2.210 0.250 0.20
```

Computed, not measured: a molecular structure, C23H30FGaI2NO21, with the ωB97M-V functional and the def2-TZVPD basis.

Its multiplicity is 1. As for the molar mass: 999.01 g mol⁻¹. Its HOMO energy is -0.2143 Ha. For the calculated total energy, the calculation gives -5149.3522 a.u. Its charge is -1. The value obtained for the LUMO energy is 1.55 eV.

```
79
Properties=species:S:1:pos:R:3:mulliken_charge:R:1
C -0.437 -1.944 -5.224 -1.25
C -1.162 -1.438 -6.446 0.08
I 0.198 -0.332 -7.671 -0.05
C -2.457 -1.609 -6.704 0.04
I -3.316 -0.764 -8.436 0.00
Ga -3.693 -2.659 -5.471 0.13
C -5.061 -3.854 -6.419 -0.51
C -6.301 -3.188 -6.803 0.39
O -7.355 -3.174 -6.240 -0.57
F -6.196 -2.495 -7.968 -0.23
O -4.701 -1.383 -4.405 -0.11
N -5.001 -0.273 -5.039 0.14
O -5.596 0.512 -4.361 -0.47
H 0.589 -2.202 -5.473 0.46
H -0.443 -1.199 -4.429 0.33
H -0.928 -2.840 -4.847 0.20
H -2.950 -3.566 -4.413 -0.30
H -4.601 -4.385 -7.251 0.40
H -5.345 -4.582 -5.659 0.29
C -5.343 0.358 -1.102 -0.03
C -5.601 -1.120 -0.889 -0.29
O -4.272 -1.656 -0.862 -0.30
C -3.422 -0.679 -0.512 0.68
O -2.272 -0.836 -0.237 -0.60
O -4.044 0.520 -0.503 -0.35
H -6.060 1.005 -0.606 0.29
H -5.283 0.611 -2.161 0.08
H -6.074 -1.339 0.071 0.28
H -6.171 -1.567 -1.700 0.27
C -0.979 1.275 1.734 0.05
C 0.441 0.941 2.144 0.31
O 0.687 1.891 3.202 -0.38
C -0.497 2.256 3.719 0.69
O -0.624 2.882 4.732 -0.62
O -1.513 1.812 2.969 -0.35
H -1.555 0.418 1.403 0.00
H -1.023 2.050 0.969 0.24
H 0.534 -0.062 2.559 -0.02
H 1.165 1.068 1.343 0.00
C -0.955 6.493 5.342 -0.28
C -1.169 5.450 6.420 -0.08
O -0.848 6.185 7.613 -0.34
C -1.016 7.502 7.368 0.63
O -0.991 8.356 8.194 -0.53
O -1.216 7.716 6.047 -0.35
H -1.635 6.397 4.501 0.28
H 0.073 6.511 4.979 0.27
H -2.207 5.122 6.480 0.20
H -0.526 4.584 6.317 0.21
C -1.181 -2.467 5.917 -0.37
C -0.317 -1.277 5.544 -0.21
O 0.303 -1.726 4.335 -0.31
C -0.478 -2.689 3.775 0.68
O -0.320 -3.136 2.692 -0.50
O -1.451 -3.058 4.643 -0.34
H -2.114 -2.194 6.403 0.31
H -0.646 -3.192 6.533 0.24
H -0.906 -0.384 5.327 0.17
H 0.443 -1.038 6.283 0.33
C 5.246 -0.371 0.609 -0.19
C 4.553 0.809 1.264 -0.24
O 3.650 1.233 0.236 -0.36
C 3.406 0.179 -0.588 0.77
O 2.574 0.166 -1.431 -0.55
O 4.245 -0.842 -0.302 -0.35
H 5.515 -1.159 1.307 0.39
H 6.128 -0.076 0.043 0.09
H 3.975 0.520 2.145 0.16
H 5.227 1.619 1.527 0.34
C 8.271 -1.518 -2.982 -0.32
C 9.693 -1.896 -2.607 -0.33
O 9.980 -0.978 -1.545 -0.37
C 8.811 -0.579 -0.995 0.67
O 8.709 0.047 0.009 -0.50
O 7.768 -0.995 -1.747 -0.26
H 7.662 -2.357 -3.303 0.30
H 8.232 -0.730 -3.735 0.25
H 9.765 -2.913 -2.218 0.25
H 10.408 -1.764 -3.413 0.29
```

- Among the records above, which one has the lowest charge?
  C23H30FGaI2NO21

- Among the records above, which one has the lowest calculated total energy?
  C23H30FGaI2NO21